{
  "formula": "C5H12S",
  "method": "wB97M-V/def2-TZVPD",
  "smiles": "C=CC.CCS",
  "charge": 0,
  "orbital_gap_ev": 9.8,
  "e_tot_ev": -16213.622,
  "symbols": ["C", "C", "S", "H", "H", "H", "H", "H", "H", "C", "C", "C", "H", "H", "H", "H", "H", "H"],
  "positions_angstrom": [[-0.737, -0.210, -2.908], [0.258, -0.455, -1.804], [0.822, 1.091, -0.984], [-0.279, 0.424, -3.667], [-1.777, 0.045, -2.731], [-0.838, -1.159, -3.464], [-0.201, -0.859, -0.901], [1.100, -1.073, -2.084], [1.395, 1.702, -2.030], [-0.283, 1.160, 2.329], [-0.325, -0.330, 2.114], [0.727, -1.131, 2.232], [-0.649, 1.316, 3.350], [0.760, 1.433, 2.317], [-0.992, 1.664, 1.682], [-1.322, -0.768, 2.042], [0.642, -2.205, 2.303], [1.698, -0.647, 2.204]]
}

---

{
  "formula": "C4H10ClN",
  "method": "wB97M-V/def2-TZVPD",
  "smiles": "CC[C@@](C)(N)Cl",
  "charge": 0,
  "orbital_gap_ev": 10.6,
  "e_tot_ev": -18322.512,
  "symbols": ["C", "C", "C", "C", "N", "Cl", "H", "H", "H", "H", "H", "H", "H", "H", "H", "H"],
  "positions_angstrom": [[-0.953, -1.735, 0.061], [0.835, 1.589, -0.638], [-0.668, -0.421, -0.617], [0.515, 0.304, 0.101], [0.197, 0.665, 1.395], [2.047, -0.670, -0.033], [-0.365, -2.594, -0.378], [-1.883, -2.050, -0.290], [-1.095, -1.549, 1.122], [1.694, 2.029, -0.261], [1.102, 1.255, -1.718], [0.042, 2.319, -0.494], [-1.534, 0.208, -0.427], [-0.549, -0.478, -1.731], [-0.169, -0.107, 1.963], [0.784, 1.235, 1.943]]
}

---

Computed energy relative to the best compared isomer or geometry (same formula, charge and spin) (kJ/mol) in order:
111.3, 51.3